1.
Density functional theory data (wB97M-V/def2-TZVPD) for the molecule C4H7NO3 in a non-equilibrium geometry.

Positions of all 15 atoms, in Å:
1 O -0.572 2.588 -2.119
2 H -1.606 -0.457 0.430
3 H 1.362 -1.409 -0.155
4 H -1.323 1.865 -0.305
5 C 0.652 0.924 -0.915
6 H 1.262 -1.043 1.774
7 H 1.592 1.418 -1.069
8 H 0.444 1.045 1.154
9 C -0.649 -1.909 0.937
10 O -0.601 -3.044 1.372
11 H 0.625 0.216 -1.754
12 C -0.524 1.858 -1.105
13 C 0.723 -1.012 0.752
14 O -1.818 -1.359 0.627
15 N 0.433 0.321 0.376

Cartesian forces (eV/Å) of the 6 atoms listed first:
O -0.4 -2.0 3.2
H 0.1 1.5 -0.5
H -1.1 -0.1 2.3
H 0.5 0.0 -0.7
C -1.2 -0.6 0.3
H -0.6 -0.4 -1.9

Results
Strongest force on any atom, eV/A: 4.5
Lowest unoccupied orbital energy, eV: 0.24
SMILES: O=CCNCC(=O)O
HOMO energy, eV: -9.51
Orbital gap, eV: 9.75

2.
Density functional theory data (wB97M-V/def2-TZVPD) for the molecule C3H4F2OS in a non-equilibrium geometry.

Positions of all 11 atoms, in Å:
1 H 0.084 -0.695 2.156
2 C -0.306 -0.510 1.184
3 O 0.104 -0.490 -1.795
4 C 0.703 0.216 0.330
5 C -0.006 0.544 -0.952
6 H 1.020 1.088 0.860
7 F -1.478 0.226 1.329
8 S -0.654 1.977 -1.338
9 H -0.334 -0.192 -2.612
10 F -0.659 -1.703 0.677
11 H 1.527 -0.461 0.162

Cartesian forces (eV/Å) of the 6 atoms listed first:
H 0.2 0.0 1.1
C -0.8 0.5 0.6
O -0.5 0.4 -0.2
C -1.3 -0.4 -0.3
C 1.3 0.4 -0.5
H 0.1 0.6 0.2

Results
Strongest force on any atom, eV/A: 1.5
Lowest unoccupied orbital energy, eV: 0.15
SMILES: OC(=S)CC(F)F
HOMO energy, eV: -9.21
Orbital gap, eV: 9.36

3.
Density functional theory data (wB97M-V/def2-TZVPD) for C41H39BrCl2F2N3RuS as an isolated structure in a non-equilibrium geometry.

Positions of all 90 atoms, in Å:
1 H 2.799 0.584 5.849
2 H 1.836 3.807 3.320
3 C 1.028 2.805 -0.765
4 C 2.005 -5.114 -0.950
5 C -4.762 -1.883 0.552
6 F -0.041 -6.573 1.592
7 H -0.521 4.189 2.600
8 H -0.985 1.818 1.898
9 C 0.331 1.822 0.203
10 H 2.764 0.197 -4.218
11 C 4.146 0.000 4.276
12 Br -2.004 -3.677 -1.895
13 C 2.740 -2.992 -3.075
14 H 0.978 0.570 1.790
15 H -5.637 -0.555 2.673
16 H 3.413 4.062 1.396
17 C 2.870 3.286 0.848
18 N 1.513 -1.540 -1.644
19 C -2.738 2.484 -2.773
20 H 5.022 0.421 4.748
21 C -1.264 1.002 -1.485
22 Cl 3.333 -1.966 0.926
23 H 3.030 1.794 2.404
24 C 1.793 -0.442 4.274
25 C 1.546 -3.798 -0.976
26 H -0.027 5.103 0.334
27 C -3.977 -1.259 1.507
28 C -3.031 -0.964 -4.280
29 H -4.740 -3.096 -1.231
30 C 1.792 -0.513 -2.458
31 C -3.280 3.873 -2.996
32 C 0.495 -5.653 0.761
33 C -4.161 -2.574 -0.485
34 S 0.382 -1.756 2.349
35 C 1.978 -2.779 -1.926
36 C -2.609 0.160 -3.370
37 H 0.879 2.335 3.501
38 C -0.598 2.562 1.192
39 C 3.122 -1.171 2.452
40 Cl 0.270 -0.258 5.093
41 C 1.856 -1.097 3.032
42 H -3.699 -1.659 -3.770
43 N -1.998 -1.965 0.321
44 C 0.769 4.640 0.926
45 H 3.089 -3.983 -3.308
46 H 2.183 4.620 -0.707
47 H 5.204 -0.724 2.550
48 H -1.220 -1.011 -2.238
49 H -1.460 3.004 0.701
50 C 3.034 -1.926 -3.904
51 C -1.687 -0.034 -2.351
52 H 1.861 -7.082 -0.112
53 C 0.046 -4.352 0.825
54 H -3.860 1.589 -4.370
55 H 3.626 -2.084 -4.795
56 H -3.742 4.263 -2.088
57 Ru 0.108 -1.380 -0.033
58 H -3.562 -0.571 -5.147
59 C -2.602 -1.329 1.340
60 C 2.246 2.292 1.826
61 C 1.755 3.910 0.008
62 H -0.704 -4.106 1.563
63 H -4.224 0.505 2.712
64 C -2.781 -2.597 -0.553
65 H 3.589 2.776 0.199
66 H -2.174 -1.538 -4.634
67 H 1.288 5.446 1.455
68 C 4.250 -0.633 3.050
69 C 2.558 -0.660 -3.593
70 C 1.295 3.033 2.768
71 H -5.842 -1.844 0.620
72 H -4.028 3.882 -3.788
73 C 2.910 0.092 4.893
74 H 1.761 2.240 -1.352
75 H -1.537 3.137 -1.184
76 H -2.481 4.561 -3.276
77 F 3.007 -5.501 -1.777
78 N -0.349 0.706 -0.494
79 H 0.332 3.252 -1.473
80 H 1.362 0.436 -2.174
81 H -1.945 -0.844 2.049
82 C 1.446 1.230 1.066
83 C -4.549 -0.536 2.693
84 C 1.495 -6.067 -0.102
85 C -1.813 2.274 -1.762
86 C 0.171 3.658 1.940
87 H 2.117 0.638 0.428
88 C 0.570 -3.395 -0.041
89 H -4.215 -1.001 3.621
90 C -3.145 1.427 -3.573

Cartesian forces (eV/Å) of the 6 atoms listed first:
H 0.0 0.0 0.0
H 0.0 0.0 0.0
C 0.0 0.1 0.0
C 0.0 0.0 -0.1
C 0.0 0.0 0.0
F 0.1 0.1 -0.1

Results
Strongest force on any atom, eV/A: 1.0
<S²>: 0.79
Lowest unoccupied orbital energy (alpha / beta), eV: -0.97 / -0.60
2S+1: 2
HOMO energy (alpha / beta), eV: -6.82 / -6.72
Orbital gap (alpha / beta), eV: 5.85 / 6.12

4.
Density functional theory data (wB97M-V/def2-TZVPD) for the molecule C6H13N in a non-equilibrium geometry.

Positions of all 20 atoms, in Å:
1 H 0.836 -1.551 0.222
2 H -1.993 -0.575 0.335
3 H -1.306 2.818 -1.873
4 H 0.900 1.638 -1.432
5 H -2.088 1.169 -1.925
6 N 0.745 0.358 0.903
7 C -0.023 1.116 -1.597
8 H 2.116 -0.994 1.763
9 H 0.891 -0.716 -1.905
10 C -0.006 -0.391 -1.364
11 H 1.316 0.090 2.907
12 H -0.848 -0.794 -1.919
13 H 0.018 0.981 1.218
14 H -1.378 -2.198 0.159
15 C -1.176 1.743 -1.794
16 H 2.541 0.734 1.898
17 H -1.253 -1.483 1.719
18 C 0.163 -0.717 0.119
19 C -1.184 -1.237 0.656
20 C 1.729 0.011 1.912

Cartesian forces (eV/Å) of the 6 atoms listed first:
H 0.5 -0.3 -0.2
H 0.0 0.1 0.4
H 0.3 0.0 0.0
H 0.2 0.3 -0.1
H 0.0 0.0 0.1
N 0.0 -0.1 -0.8

Results
Strongest force on any atom, eV/A: 2.5
Lowest unoccupied orbital energy, eV: 1.13
SMILES: C=CC[C@H](C)NC
HOMO energy, eV: -8.41
Orbital gap, eV: 9.54

5.
Density functional theory data (wB97M-V/def2-TZVPD) for C15H23IN2SiTi as an isolated structure in a non-equilibrium geometry.

Positions of all 43 atoms, in Å:
1 H 0.292 -3.185 -0.659
2 C 0.134 3.542 -1.943
3 Si 0.789 -0.191 1.458
4 H 3.189 0.150 1.111
5 H -3.525 0.065 2.358
6 N -0.073 -1.249 -1.284
7 C -3.791 -0.435 1.417
8 C 1.797 -1.127 2.834
9 H 2.413 1.017 -0.175
10 C 1.921 -1.766 -3.220
11 H 1.739 1.561 2.924
12 H 2.237 -2.056 2.449
13 H -2.326 -2.165 1.480
14 C -1.301 2.546 -0.288
15 Ti -1.410 -0.665 0.277
16 H 2.620 -0.745 -0.278
17 H -0.039 1.556 3.112
18 H 2.704 -1.965 -3.961
19 I -0.317 -2.865 1.825
20 H -3.356 0.186 0.574
21 C 0.307 -0.245 -2.151
22 H 1.202 -1.327 3.711
23 H -0.949 4.675 -0.435
24 C 0.781 1.521 2.382
25 C 1.306 -0.526 -3.123
26 C -3.443 -1.931 1.361
27 H 1.971 -3.719 -2.328
28 C 0.542 -2.433 -1.389
29 H -4.874 -0.341 1.308
30 H -3.838 -2.473 2.248
31 H 0.741 2.386 1.697
32 N -0.939 1.305 -0.717
33 C -0.716 3.687 -0.838
34 H 0.581 4.414 -2.415
35 H -3.714 -2.446 0.427
36 H 1.629 0.280 -3.783
37 C -0.138 1.136 -1.824
38 H 2.604 -0.485 3.116
39 C 2.371 0.083 0.386
40 C 0.399 2.283 -2.468
41 H 1.019 2.118 -3.361
42 C 1.519 -2.734 -2.315
43 H -2.060 2.560 0.497

Cartesian forces (eV/Å) of the 6 atoms listed first:
H -0.2 0.0 -0.2
C -0.1 -0.1 0.1
Si 4.3 1.0 2.4
H -0.3 -0.1 0.1
H 0.1 -0.3 -0.1
N -0.1 1.3 -0.5

Results
Strongest force on any atom, eV/A: 5.0
Lowest unoccupied orbital energy (alpha / beta), eV: -8.40 / -8.37
HOMO energy (alpha / beta), eV: -14.80 / -14.79
Orbital gap (alpha / beta), eV: 6.40 / 6.42
Total charge: +2

6.
Density functional theory data (wB97M-V/def2-TZVPD) for the molecule C4H4IN3 in a non-equilibrium geometry.

Positions of all 12 atoms, in Å:
1 H -0.959 -1.892 0.527
2 N -0.456 -0.405 1.671
3 N 0.556 0.213 1.452
4 H -2.275 -0.753 0.717
5 I 2.628 -0.976 -0.400
6 C 1.247 1.652 -0.366
7 H -0.188 -0.567 -1.641
8 N 1.358 2.741 -0.680
9 C 0.858 0.291 -0.019
10 C -0.475 -0.100 -0.702
11 H -1.182 0.665 -1.059
12 C -1.110 -0.870 0.501

Cartesian forces (eV/Å) of the 6 atoms listed first:
H 0.3 -2.4 -0.4
N -0.6 0.1 1.0
N 2.0 0.8 0.1
H 2.4 0.0 -0.9
I -0.9 0.3 0.1
C -0.4 -1.1 0.4

Results
Strongest force on any atom, eV/A: 3.6
Lowest unoccupied orbital energy, eV: -0.81
SMILES: N#C[C@]1(I)CCN=N1
HOMO energy, eV: -10.03
Orbital gap, eV: 9.22